[1]
Entry from OMol25: one molecule with the formula C4H3N at a distorted geometry (ωB97M-V/def2-TZVPD).

## Properties
E (eV): -5683.0362
E_LUMO (eV): -0.142
SMILES: CC#CC#N
ΔE to the lowest compared entry with this formula, charge and spin (kJ/mol): 142.0

```
! wB97M-V def2-TZVPD RIJCOSX def2/J DEFGRID3
* xyz 0 1
C -1.372 0.079 -0.071
C 0.029 0.195 -0.030
C 1.186 0.634 -0.069
C 2.151 -0.326 0.158
N 3.220 -0.774 0.282
H -1.831 1.047 0.145
H -1.746 -0.624 0.653
H -1.637 -0.230 -1.067
*
```

***

[2]
Entry from OMol25: a 2-piece molecular cluster, C2H4ClNO overall at a distorted geometry (ωB97M-V/def2-TZVPD).

## Properties
E (eV): -18194.7867
E_LUMO (eV): -0.305
SMILES: C=CCl.N=O
ΔE to the lowest compared entry with this formula, charge and spin (kJ/mol): 415.0

```
! wB97M-V def2-TZVPD RIJCOSX def2/J DEFGRID3
* xyz 0 1
C -1.637 -0.109 0.461
C -0.712 0.884 0.300
Cl -0.210 1.337 -1.252
H -1.838 -0.786 -0.439
H -1.939 -0.573 1.379
H -0.596 1.654 1.077
N 2.578 -0.565 -0.742
O 2.483 -0.577 0.470
H 1.870 -1.265 -1.254
*
```

***

[3]
Entry from OMol25: C22H34CrN3S3Se2 as an isolated structure at a distorted geometry (ωB97M-V/def2-TZVPD).

## Properties
E (eV): -219452.6168
E_LUMO (alpha / beta) (eV): -2.500 / -2.786
ΔE to the lowest compared entry with this formula, charge and spin (kJ/mol): 0.0

```
! wB97M-V def2-TZVPD RIJCOSX def2/J DEFGRID3
* xyz 1 5
Cr 3.282 -16.436 -4.909
C 6.279 -16.552 -3.107
C 6.663 -17.040 -4.492
S 5.726 -16.297 -5.879
C 6.112 -14.484 -5.829
C 5.381 -13.708 -4.765
S 3.599 -14.134 -4.653
C 3.306 -14.023 -2.833
C 4.164 -14.958 -1.988
S 4.465 -16.600 -2.753
H 6.659 -15.540 -2.908
H 6.686 -17.229 -2.340
H 6.458 -18.114 -4.589
H 7.724 -16.845 -4.674
H 5.838 -14.150 -6.830
H 7.199 -14.412 -5.698
H 5.311 -12.648 -5.057
H 5.833 -13.757 -3.764
H 2.234 -14.201 -2.698
H 3.525 -12.971 -2.581
H 3.626 -15.231 -1.085
H 5.107 -14.514 -1.682
Se 1.784 -20.946 -4.501
C 2.520 -19.381 -4.734
N 2.973 -18.277 -4.895
C -0.546 -12.800 -10.867
C 0.736 -12.822 -10.011
C 0.441 -13.064 -8.496
C 1.721 -13.017 -7.646
N 2.669 -14.100 -8.006
C 2.508 -15.417 -7.676
Se 1.264 -16.020 -6.446
N 3.487 -16.167 -8.259
C 3.546 -17.666 -8.277
C 2.427 -18.269 -9.159
C 2.669 -18.008 -10.674
C 3.834 -18.846 -11.253
C 4.258 -15.319 -9.075
C 5.410 -15.547 -9.831
C 6.018 -14.430 -10.404
C 5.509 -13.127 -10.224
C 4.355 -12.890 -9.481
C 3.745 -14.006 -8.897
H -0.327 -12.691 -11.917
H -1.218 -12.000 -10.529
H -1.075 -13.747 -10.737
H 1.245 -11.862 -10.106
H 1.394 -13.621 -10.368
H -0.045 -14.035 -8.330
H -0.232 -12.290 -8.116
H 1.455 -13.161 -6.583
H 2.259 -12.067 -7.760
H 3.419 -18.030 -7.257
H 4.538 -17.948 -8.637
H 1.482 -17.840 -8.815
H 2.416 -19.354 -8.990
H 2.865 -16.938 -10.821
H 1.759 -18.237 -11.216
H 4.795 -18.530 -10.833
H 3.895 -18.726 -12.339
H 3.679 -19.902 -11.036
H 5.830 -16.550 -9.941
H 6.920 -14.568 -10.997
H 6.017 -12.292 -10.706
H 3.942 -11.901 -9.288
*
```

***

[4]
Entry from OMol25: C39H52AsNO2W as an isolated structure at a distorted geometry (ωB97M-V/def2-TZVPD).

## Properties
E (eV): -109532.8163
E_LUMO (eV): 0.513

```
! wB97M-V def2-TZVPD RIJCOSX def2/J DEFGRID3
* xyz 0 1
W -0.118 -0.469 0.656
C 3.122 0.304 -0.640
O 2.160 0.595 0.374
C 2.006 1.997 0.597
C 0.931 2.513 -0.323
O -0.281 1.856 0.050
C -1.331 2.174 -0.873
H 4.070 0.775 -0.364
H 2.792 0.670 -1.610
H 3.243 -0.772 -0.686
H 2.957 2.520 0.451
H 1.697 2.111 1.640
H 1.160 2.270 -1.368
H 0.807 3.600 -0.241
H -1.618 3.221 -0.738
H -2.165 1.509 -0.668
H -0.988 2.007 -1.897
C -4.417 -0.572 -0.145
C -3.345 -0.380 0.935
C -3.688 -1.291 2.122
C -3.372 1.083 1.396
C -1.989 -0.834 0.402
H -5.392 -0.229 0.207
H -4.506 -1.623 -0.419
H -4.169 -0.013 -1.049
H -4.714 -1.111 2.455
H -3.016 -1.113 2.964
H -3.593 -2.342 1.844
H -4.099 1.227 2.198
H -3.656 1.756 0.582
H -2.408 1.422 1.777
H -2.130 -1.695 -0.255
C -0.883 -2.563 -2.974
C 0.448 -1.862 -3.228
C 0.310 -0.344 -3.178
C 1.571 -2.447 -2.386
C 2.649 -2.993 -3.078
C 3.651 -3.695 -2.429
C 3.525 -3.925 -1.069
C 2.470 -3.394 -0.331
C 2.345 -3.833 1.113
C 1.051 -4.611 1.345
C 2.529 -2.716 2.122
C 1.549 -2.557 -0.981
N 0.594 -1.823 -0.257
H -1.654 -2.165 -3.635
H -1.207 -2.432 -1.947
H -0.791 -3.633 -3.167
H 0.729 -2.104 -4.259
H 0.073 -0.005 -2.163
H -0.498 -0.025 -3.840
H 1.226 0.144 -3.516
H 2.678 -2.885 -4.156
H 4.482 -4.107 -2.983
H 4.251 -4.545 -0.557
H 3.175 -4.532 1.267
H 0.181 -3.992 1.130
H 0.986 -4.944 2.383
H 1.015 -5.489 0.699
H 1.733 -1.972 2.018
H 3.491 -2.215 1.989
H 2.481 -3.100 3.143
C -3.039 2.831 5.190
C -2.060 3.340 4.344
C -1.117 2.491 3.788
C -1.141 1.130 4.081
C -2.116 0.623 4.929
C -3.065 1.478 5.481
As 0.164 -0.016 3.217
C 0.006 -1.629 4.327
C -0.645 -2.719 3.776
C -0.825 -3.876 4.526
C -0.354 -3.943 5.826
C 0.300 -2.848 6.382
C 0.477 -1.694 5.636
C 1.790 0.767 4.018
C 1.743 1.456 5.229
C 2.895 1.990 5.788
C 4.113 1.845 5.140
C 4.168 1.174 3.929
C 3.014 0.645 3.367
H -3.779 3.492 5.619
H -2.036 4.396 4.111
H -0.364 2.894 3.115
H -2.146 -0.434 5.162
H -3.826 1.075 6.136
H -1.007 -2.658 2.753
H -1.330 -4.726 4.083
H -0.489 -4.846 6.406
H 0.676 -2.894 7.396
H 0.994 -0.853 6.081
H 0.799 1.588 5.744
H 2.840 2.520 6.731
H 5.013 2.259 5.576
H 5.115 1.063 3.415
H 3.071 0.146 2.414
*
```

***

[5]
Entry from OMol25: C2H2INO2 as an isolated structure at a distorted geometry (ωB97M-V/def2-TZVPD).

## Properties
E (eV): -15785.5802
E_LUMO (alpha / beta) (eV): -2.477 / -2.481
ΔE to the lowest compared entry with this formula, charge and spin (kJ/mol): 630.2

```
! wB97M-V def2-TZVPD RIJCOSX def2/J DEFGRID3
* xyz 0 1
C 0.914 -0.945 0.167
C 0.042 -0.054 0.034
N -0.351 1.290 -0.201
O 0.306 1.796 -1.053
O -1.151 1.815 0.495
I -2.513 -1.059 -0.264
H 0.699 -2.006 0.409
H 2.054 -0.837 0.414
*
```

***

[6]
Entry from OMol25: C24H54AlBrFO4 as an isolated structure at a distorted geometry (ωB97M-V/def2-TZVPD).

## Properties
E (eV): -113311.8223
E_LUMO (eV): 2.212

```
! wB97M-V def2-TZVPD RIJCOSX def2/J DEFGRID3
* xyz -1 1
C 0.461 -1.818 -5.366
C 0.882 -0.576 -4.572
C 0.934 -0.788 -3.052
C 1.947 0.126 -2.355
C 1.963 -0.022 -0.821
C 3.364 -0.265 -0.254
C 3.825 -1.717 -0.485
Al 3.356 -2.928 1.047
C 3.791 -4.900 0.651
C 3.188 -5.419 -0.579
O 2.937 -4.899 -1.616
Br 2.698 -7.401 -0.469
C 1.415 -2.800 1.647
C 0.921 -4.096 2.270
C -0.406 -4.030 3.031
F 0.754 -5.056 1.233
H 0.784 -1.751 -6.409
H -0.623 -1.966 -5.357
H 0.928 -2.711 -4.941
H 0.195 0.247 -4.794
H 1.875 -0.260 -4.916
H 1.172 -1.835 -2.829
H -0.054 -0.574 -2.621
H 1.704 1.163 -2.625
H 2.945 -0.070 -2.763
H 1.523 0.873 -0.361
H 1.312 -0.858 -0.537
H 4.051 0.452 -0.727
H 3.363 -0.024 0.818
H 3.442 -2.086 -1.446
H 4.922 -1.749 -0.570
H 4.306 -2.499 2.308
H 4.877 -4.993 0.527
H 3.516 -5.560 1.476
H 0.714 -2.534 0.847
H 1.368 -2.021 2.421
H 1.686 -4.531 2.930
H -0.446 -4.758 3.847
H -1.230 -4.254 2.348
H -0.573 -3.032 3.443
C 0.914 4.246 -0.855
C 2.382 3.900 -1.032
O 2.752 3.617 -2.369
C 2.581 4.654 -3.310
C 3.402 5.899 -3.020
H 0.285 3.446 -1.250
H 0.685 4.375 0.203
H 0.643 5.174 -1.361
H 2.610 2.982 -0.490
H 3.017 4.688 -0.611
H 1.520 4.916 -3.414
H 2.895 4.220 -4.260
H 3.096 6.384 -2.092
H 3.277 6.622 -3.827
H 4.460 5.648 -2.939
C -2.462 7.975 2.631
C -2.450 6.733 1.756
O -1.226 6.027 1.770
C -0.809 5.521 3.026
C -1.780 4.536 3.653
H -1.650 8.647 2.352
H -3.408 8.504 2.509
H -2.355 7.733 3.689
H -2.593 7.017 0.713
H -3.283 6.072 2.023
H -0.594 6.342 3.721
H 0.137 5.022 2.821
H -2.734 5.001 3.907
H -1.354 4.134 4.572
H -1.975 3.707 2.972
C -6.182 -5.979 2.363
C -6.223 -4.484 2.092
O -4.952 -3.879 1.988
C -4.116 -4.365 0.948
C -4.692 -4.178 -0.445
H -5.602 -6.188 3.263
H -7.196 -6.357 2.508
H -5.737 -6.534 1.537
H -6.706 -3.974 2.927
H -6.828 -4.278 1.200
H -3.858 -5.416 1.120
H -3.192 -3.797 1.040
H -5.605 -4.756 -0.598
H -3.964 -4.508 -1.187
H -4.919 -3.127 -0.626
*
```

***

[7]
Entry from OMol25: C33H46BiN8P2S2SbSe6 as an isolated structure at a distorted geometry (ωB97M-V/def2-TZVPD).

## Properties
E (eV): -491599.8695
E_LUMO (eV): 3.511
ΔE to the lowest compared entry with this formula, charge and spin (kJ/mol): 73.7

```
! wB97M-V def2-TZVPD RIJCOSX def2/J DEFGRID3
* xyz -2 1
Bi -0.642 -0.153 0.068
Se 0.097 0.170 2.645
P 0.751 2.340 2.368
Se 1.108 3.218 0.494
C 2.296 2.366 3.378
C 2.359 1.768 4.634
C 3.543 1.781 5.355
C 4.684 2.356 4.816
C 4.633 2.931 3.555
C 3.442 2.942 2.844
C -0.502 3.287 3.306
C -0.863 2.916 4.598
C -1.790 3.670 5.296
C -2.384 4.772 4.697
C -2.060 5.111 3.394
C -1.116 4.372 2.697
H 1.490 1.263 5.031
H 3.578 1.328 6.339
H 5.615 2.344 5.370
H 5.524 3.365 3.118
H 3.397 3.385 1.857
H -0.453 2.018 5.037
H -2.066 3.384 6.304
H -3.126 5.345 5.239
H -2.557 5.939 2.905
H -0.889 4.614 1.668
N -1.652 1.809 -3.145
C -0.454 1.247 -3.268
N 0.396 1.056 -2.307
C 1.606 0.560 -2.753
C 1.670 0.350 -4.097
S 0.188 0.795 -4.869
C 2.707 0.230 -1.846
C 3.984 0.019 -2.264
S 5.006 -0.412 -0.938
C 3.585 -0.271 0.118
N 2.513 0.079 -0.497
N 3.686 -0.612 1.422
H -1.963 2.063 -2.200
H -2.401 1.606 -3.792
H 2.485 -0.049 -4.676
H 4.393 0.102 -3.256
H 4.575 -0.536 1.881
H 2.845 -0.488 1.981
Se -3.827 -2.076 2.265
Sb -4.513 0.243 -0.363
Se -2.919 2.153 0.059
Se -2.731 -1.749 0.287
Se -4.598 0.116 -2.841
N 0.476 -1.923 -0.182
P 0.133 -3.280 -0.821
N 1.552 -4.014 -1.459
C 2.113 -3.346 -2.632
C 3.528 -3.869 -2.927
C 3.653 -5.305 -2.422
C 3.528 -5.320 -0.891
C 2.584 -4.194 -0.447
N -0.374 -4.500 0.225
C -0.168 -5.915 -0.021
C -1.445 -6.692 0.336
C -2.131 -6.024 1.539
C -1.091 -5.345 2.424
C -0.447 -4.188 1.654
N -0.905 -3.321 -2.136
C -1.739 -4.419 -2.567
C -1.366 -4.843 -3.991
C -1.109 -3.609 -4.877
C -1.754 -2.372 -4.262
C -1.176 -2.089 -2.874
H 2.146 -2.257 -2.485
H 1.452 -3.551 -3.477
H 4.274 -3.246 -2.425
H 3.719 -3.813 -4.002
H 4.602 -5.748 -2.734
H 2.844 -5.893 -2.862
H 4.507 -5.177 -0.426
H 3.142 -6.290 -0.566
H 3.146 -3.260 -0.295
H 2.116 -4.430 0.509
H 0.663 -6.286 0.601
H 0.126 -6.060 -1.061
H -1.176 -7.729 0.564
H -2.134 -6.712 -0.511
H -2.702 -6.761 2.108
H -2.823 -5.253 1.196
H -0.330 -6.075 2.726
H -1.563 -4.949 3.324
H 0.548 -3.967 2.074
H -1.048 -3.290 1.791
H -2.790 -4.109 -2.537
H -1.620 -5.252 -1.882
H -2.181 -5.444 -4.403
H -0.469 -5.470 -3.957
H -1.497 -3.778 -5.884
H -0.034 -3.426 -4.965
H -2.835 -2.499 -4.181
H -1.592 -1.498 -4.891
H -1.911 -1.447 -2.360
H -0.246 -1.517 -2.943
*
```

***

[8]
Entry from OMol25: C27H19F11N7O6PPmS2 as an isolated structure at a distorted geometry (ωB97M-V/def2-TZVPD).

## Properties
E (eV): -128438.7629
E_LUMO (alpha / beta) (eV): -0.452 / -0.941
ΔE to the lowest compared entry with this formula, charge and spin (kJ/mol): 83.6

```
! wB97M-V def2-TZVPD RIJCOSX def2/J DEFGRID3
* xyz 0 6
Pm -0.143 0.094 -1.265
O 4.652 -0.333 -2.513
C 3.444 -0.552 -1.995
O 2.413 -0.220 -2.518
C 3.430 -1.276 -0.695
C 4.524 -1.819 -0.059
C 4.294 -2.511 1.129
C 3.001 -2.650 1.594
C 1.970 -2.076 0.862
N 2.190 -1.382 -0.237
C 0.498 -2.250 1.180
O 0.173 -2.828 2.200
O -0.241 -1.749 0.261
H 4.521 0.124 -3.356
H 5.514 -1.711 -0.480
H 5.122 -2.954 1.668
H 2.755 -3.194 2.496
F -1.369 6.519 2.023
C -0.998 5.247 2.007
C -1.276 4.458 0.910
F -1.907 4.978 -0.142
C -0.874 3.143 0.917
F -1.140 2.423 -0.173
C -0.198 2.556 1.975
S 0.224 0.878 1.948
C 0.067 3.384 3.060
F 0.715 2.913 4.119
C -0.323 4.708 3.082
F -0.052 5.477 4.135
N -2.070 -6.960 -0.967
C -2.251 -5.588 -0.961
C -1.432 -4.762 -1.741
C -1.637 -3.401 -1.764
C -2.656 -2.837 -1.002
C -3.500 -3.650 -0.254
C -3.293 -5.012 -0.230
S -2.974 -1.114 -1.087
O -4.378 -0.912 -1.187
O -2.142 -0.628 -2.209
N -2.281 -0.204 0.115
C -2.637 -0.442 1.374
N -1.905 0.249 2.299
C -2.223 0.086 3.634
C -3.295 -0.791 3.967
C -3.970 -1.499 2.965
N -3.633 -1.321 1.635
H -1.170 -7.298 -1.256
H -2.478 -7.474 -0.206
H -0.637 -5.202 -2.335
H -1.018 -2.790 -2.400
H -4.301 -3.197 0.312
H -3.944 -5.647 0.362
H -1.605 0.583 4.367
H -3.575 -0.927 5.005
H -4.771 -2.188 3.198
F 0.012 -0.236 -3.526
P -0.310 1.309 -4.171
F -0.597 2.788 -4.638
F -0.994 1.679 -2.649
F 1.069 1.772 -3.472
F 0.448 0.906 -5.489
F -1.695 0.783 -4.657
C 2.787 5.343 -0.791
N 2.536 3.930 -0.529
C 3.256 3.114 0.320
C 2.672 1.888 0.242
N 1.606 1.938 -0.637
C 1.571 3.176 -1.081
H 3.610 5.469 -1.491
H 3.031 5.848 0.140
H 1.893 5.795 -1.211
H 4.096 3.473 0.895
H 2.928 0.995 0.788
H 0.869 3.561 -1.807
*
```